C23H18N5RuS3Se | ωB97M-V/def2-TZVPD

Values from the calculation:
F_max: 3.7 eV/A
E_LUMO (alpha / beta): -0.72 / -0.52 eV
Energy above the lowest of the compared OMol25 structures with the same formula, charge and spin: 133.2 kJ/mol
⟨S²⟩: 0.76
Multiplicity: 2
E: -4851.90483 hartree
HOMO level (alpha / beta): -0.27798 / -0.27495 Eh
HOMO-LUMO gap (alpha / beta): 0.2515 / 0.2558 Ha

```
51
Properties=species:S:1:pos:R:3:forces:R:3:mulliken_spin:R:1
Ru -0.294 -2.710 -0.831 -2.1 -2.5 1.7 0.86
C -0.850 -4.616 0.522 0.1 0.0 0.2 0.07
C -1.456 -4.728 -0.735 0.4 -0.1 -0.2 -0.03
C -2.342 -3.627 -0.904 0.1 0.2 -0.6 -0.02
C -2.305 -2.850 0.275 0.0 0.3 0.3 0.01
C -1.361 -3.439 1.136 0.2 0.0 0.1 -0.01
H -0.155 -5.316 0.958 0.0 0.0 0.0 0.01
H -1.295 -5.532 -1.437 0.0 0.1 -0.1 0.00
H -2.972 -3.448 -1.760 0.0 0.0 0.0 0.00
H -2.894 -1.972 0.477 0.0 0.0 -0.1 0.00
H -1.099 -3.085 2.121 0.0 0.1 0.0 0.00
N 1.973 -3.340 0.036 0.3 0.4 -0.2 0.06
C 2.706 -2.135 0.221 -0.1 0.1 0.0 -0.04
C 4.020 -1.951 -0.085 0.0 0.1 0.1 0.01
C 4.635 -0.698 0.160 0.0 -0.1 0.0 0.00
C 3.947 0.324 0.744 -0.1 0.0 0.0 0.00
C 2.568 0.170 1.034 0.0 0.0 0.0 0.00
C 1.758 1.187 1.582 0.0 0.0 0.1 0.00
C 0.412 0.980 1.713 0.0 -0.1 0.0 0.00
C -0.135 -0.227 1.249 0.0 -0.1 0.1 -0.01
N 0.588 -1.220 0.772 0.3 0.6 -0.4 0.05
C 1.939 -1.042 0.703 0.0 -0.2 0.0 0.01
H 2.502 -4.060 -0.436 0.0 0.0 -0.1 0.00
H 1.610 -3.675 0.917 0.1 -0.1 0.1 0.00
H 4.597 -2.757 -0.520 0.0 0.0 0.0 0.00
H 5.673 -0.566 -0.111 0.0 0.0 0.0 0.00
H 4.425 1.271 0.961 0.0 0.0 0.0 0.00
H 2.203 2.134 1.862 0.0 0.0 0.0 0.00
H -0.242 1.747 2.104 0.0 0.0 0.0 0.00
H -1.208 -0.378 1.257 0.0 0.0 -0.1 0.00
Se 0.626 -3.808 -2.958 0.2 1.0 0.1 0.01
C 1.632 -2.259 -3.005 0.2 -0.3 -0.4 0.00
N 2.283 -1.303 -2.984 0.0 -0.1 -0.1 0.00
S 1.558 3.757 -0.708 -0.1 0.0 0.0 0.00
C 0.408 2.602 -1.057 0.1 0.1 0.1 0.00
S 0.853 1.093 -1.780 0.1 0.0 -0.1 0.00
C -0.765 0.510 -1.582 -0.5 -0.4 -0.1 0.00
N -1.578 1.374 -1.074 0.2 0.2 0.0 0.00
N -0.925 2.563 -0.804 -0.2 0.0 -0.1 0.00
C -1.746 3.599 -0.251 0.1 0.0 0.0 0.00
C -1.416 4.939 -0.413 -0.1 0.0 0.0 0.00
C -2.236 5.911 0.140 0.0 0.0 0.0 0.00
C -3.380 5.562 0.841 0.0 0.0 0.0 0.00
C -3.713 4.222 0.973 0.0 0.0 0.0 0.00
C -2.905 3.237 0.431 0.1 0.0 0.0 0.00
S -1.343 -1.072 -2.094 0.4 0.9 -0.5 -0.01
H -0.538 5.218 -0.970 0.0 0.0 0.0 0.00
H -1.972 6.953 0.013 0.0 0.0 0.0 0.00
H -4.008 6.327 1.278 0.0 0.0 0.0 0.00
H -4.613 3.935 1.501 0.0 0.0 0.0 0.00
H -3.172 2.196 0.517 0.0 0.0 0.0 0.00
```
Forces are in eV/Å.

H2S | ωB97M-V/def2-TZVPD

Values from the calculation:
F_max: 1.4 eV/A
E_LUMO: 1.03 eV
Energy above the lowest of the compared OMol25 structures with the same formula, charge and spin: 3.6 kJ/mol
E: -399.37240 hartree
SMILES: S
HOMO level: -0.36068 Eh
HOMO-LUMO gap: 0.3985 Ha

```
3
Properties=species:S:1:pos:R:3:forces:R:3:nbo_charge:R:1
H 0.991 -0.347 0.000 -0.7 0.4 0.0 0.15
H -0.991 -0.250 0.000 -0.6 -0.8 0.0 0.13
S 0.000 0.597 0.000 1.3 0.4 0.0 -0.28
```
Forces are in eV/Å.

C18H57N16O10 | ωB97M-V/def2-TZVPD

Values from the calculation:
F_max: 9.7 eV/A
E_LUMO (alpha / beta): -0.08 / -3.27 eV
⟨S²⟩: 0.75
Multiplicity: 2
E: -2348.52974 hartree
HOMO level (alpha / beta): -0.33382 / -0.33327 Eh
HOMO-LUMO gap (alpha / beta): 0.3310 / 0.2132 Ha

```
101
Properties=species:S:1:pos:R:3:forces:R:3:mulliken_spin:R:1
C -0.587 -0.764 -0.243 -0.3 -0.1 0.1 0.15
C 0.436 -1.023 0.960 -0.9 0.9 -0.7 -0.03
C 1.849 -0.529 0.765 0.3 -0.3 -0.1 -0.01
O -0.172 -0.444 2.069 0.0 -0.2 -0.5 0.86
H -1.503 -1.338 -0.105 0.1 0.0 0.2 0.01
H -0.246 -1.052 -1.237 0.8 -0.4 0.3 0.01
H -0.888 0.273 -0.392 0.3 0.2 0.7 -0.02
H 0.436 -2.094 1.161 0.0 -0.5 -0.4 0.02
H 2.384 -1.211 0.104 -0.1 0.0 -0.2 0.00
H 2.355 -0.611 1.727 0.2 0.3 0.0 0.00
H 1.979 0.477 0.368 -0.2 0.0 0.1 0.00
C -6.647 0.801 -4.106 0.2 1.2 0.9 0.00
C -5.440 -0.069 -4.077 0.3 0.2 -0.1 0.00
C -4.045 0.601 -4.320 -1.7 -0.6 1.6 0.00
O -3.243 -0.541 -4.434 1.6 -0.6 -0.4 0.00
C -1.892 -0.304 -4.137 0.8 1.1 0.4 0.00
N -5.417 -0.868 -2.856 0.2 -0.7 -0.4 0.00
H -6.652 1.476 -3.250 -0.1 0.1 0.3 0.00
H -7.534 0.175 -4.007 -0.1 0.2 -0.5 0.00
H -6.585 1.468 -4.966 -0.6 -0.3 -0.3 0.00
H -5.633 -0.689 -4.952 0.6 -0.7 0.1 0.00
H -3.809 1.091 -3.376 0.2 0.4 0.2 0.00
H -3.982 1.344 -5.115 0.1 -0.3 -0.5 0.00
H -1.527 0.594 -4.637 0.2 -0.1 -0.8 0.00
H -1.195 -1.132 -4.270 -0.6 -0.4 -0.8 0.00
H -1.656 -0.009 -3.115 -0.9 -0.1 0.8 0.00
H -5.699 -0.455 -1.979 -0.1 0.6 -0.4 0.00
H -4.513 -1.300 -2.732 -0.1 -0.1 0.0 0.00
C -2.306 4.920 3.020 1.7 1.7 1.5 0.00
C -3.478 4.976 2.126 -0.6 -1.3 -1.0 0.00
C -3.004 4.782 0.681 -0.3 0.9 0.9 0.00
O -2.236 3.607 0.658 0.2 0.5 0.0 0.00
C -1.540 3.451 -0.517 0.8 -1.0 -1.7 0.00
N -4.397 3.910 2.409 -1.1 -0.9 0.4 0.00
H -1.677 4.054 3.227 -0.7 -0.5 -0.5 0.00
H -2.550 5.376 3.980 -0.2 -0.3 0.3 0.00
H -1.614 5.670 2.637 0.4 0.1 -0.2 0.00
H -3.971 5.937 2.271 0.2 0.5 -0.4 0.00
H -2.456 5.702 0.478 0.7 -0.1 -0.4 0.00
H -3.818 4.767 -0.044 -0.3 -0.3 -0.1 0.00
H -2.158 3.306 -1.402 -0.7 0.1 -0.1 0.00
H -0.933 2.545 -0.508 -0.1 -0.2 0.6 0.00
H -0.825 4.205 -0.845 0.0 0.8 0.7 0.00
H -5.253 4.012 1.883 -0.1 0.0 -0.3 0.00
H -4.710 3.908 3.369 0.3 0.0 0.3 0.00
C 1.070 1.775 4.537 1.1 3.8 6.9 0.00
O 1.433 2.508 5.468 0.7 -0.3 -0.1 0.00
N 1.076 2.081 3.337 1.7 2.7 -9.2 0.00
N 0.391 0.723 4.710 -2.9 -6.2 2.5 0.01
H 0.865 1.318 2.709 0.1 0.6 -0.5 -0.01
H 1.746 2.756 2.997 -0.3 0.1 0.1 0.00
H 0.426 0.348 5.647 -0.3 -0.3 -0.3 0.00
H 0.192 0.141 3.909 -0.2 -0.1 0.7 0.01
C 2.327 -4.426 -2.111 2.8 -1.7 -2.2 0.00
O 3.432 -4.691 -2.663 -2.3 0.7 1.0 0.00
N 2.152 -4.450 -0.800 0.5 0.3 3.2 0.00
N 1.164 -4.233 -2.750 -1.2 0.8 -1.2 0.00
H 1.257 -4.317 -0.352 -0.1 -0.1 -0.4 0.00
H 2.898 -4.770 -0.199 0.0 0.2 -0.4 0.00
H 0.399 -3.847 -2.215 -0.2 -0.4 -0.2 0.00
H 1.045 -4.425 -3.734 0.3 0.2 0.3 0.00
C 1.925 2.055 -3.982 0.7 1.0 2.9 0.00
O 2.505 3.087 -3.663 -0.3 0.1 -0.2 0.00
N 1.868 1.562 -5.172 0.1 -0.7 -4.3 0.00
N 1.314 1.275 -3.072 -0.6 0.0 2.0 0.00
H 1.335 0.725 -5.362 0.1 0.4 -0.3 0.00
H 2.056 2.251 -5.886 0.0 -0.6 -0.3 0.00
H 1.409 1.672 -2.149 -0.2 -0.7 0.1 0.00
H 0.947 0.347 -3.230 0.2 0.4 0.1 0.00
C 5.349 1.060 -1.054 1.2 2.1 1.0 0.00
O 4.441 0.853 -0.314 -3.7 -1.0 2.4 0.00
N 5.804 0.193 -1.878 1.3 -2.8 -2.9 0.00
N 6.045 2.190 -0.943 0.8 1.8 -0.1 0.00
H 5.331 -0.699 -1.850 0.4 0.1 -0.6 0.00
H 6.430 0.508 -2.605 -0.2 -0.8 0.0 0.00
H 6.833 2.378 -1.546 -0.3 0.3 0.3 0.00
H 5.547 2.917 -0.450 0.5 0.1 -0.2 0.00
C -1.322 -4.648 0.590 2.2 -2.5 -6.3 0.00
O -0.899 -4.111 -0.445 0.2 0.8 -0.3 0.00
N -1.423 -5.961 0.648 0.0 -2.9 -0.8 0.00
N -1.644 -4.078 1.626 -2.1 4.5 6.7 0.00
H -1.727 -6.451 1.477 0.0 -0.1 -0.5 0.00
H -1.320 -6.407 -0.253 0.0 -0.4 0.5 0.00
H -1.541 -3.074 1.672 -0.2 -0.3 0.5 0.00
H -1.943 -4.650 2.403 0.0 0.9 0.2 0.00
C 5.069 -0.861 3.124 0.3 0.1 2.7 0.00
O 5.215 -0.989 4.338 0.2 1.2 0.4 0.00
N 4.885 -1.934 2.423 -0.8 -3.2 -3.2 0.00
N 5.054 0.243 2.382 0.2 2.4 0.7 0.00
H 4.615 -1.765 1.465 0.1 -0.9 0.0 0.00
H 4.891 -2.849 2.851 0.0 0.4 -0.2 0.00
H 5.056 1.096 2.923 0.0 0.0 -0.3 0.00
H 4.791 0.295 1.409 0.0 0.0 0.0 0.00
C 1.088 -3.051 4.559 -0.5 -3.6 5.7 0.00
O 1.377 -3.729 5.596 -0.6 1.3 -2.3 0.00
N 1.925 -2.421 3.853 4.5 2.0 -2.3 0.00
N -0.138 -2.858 4.147 -3.6 -0.6 -0.5 0.00
H 1.628 -1.967 3.001 0.8 0.1 0.4 0.00
H 2.824 -2.363 4.308 0.5 0.5 -0.8 0.00
H -0.297 -2.089 3.511 -0.7 -0.1 0.4 0.00
H -0.824 -3.236 4.785 -0.3 0.4 -0.4 0.00
```
Forces are in eV/Å.